Run w
An isolated molecule of C6H8O2, computed with ωB97M-V/def2-TZVPD.

```
! wB97M-V def2-TZVPD RIJCOSX def2/J DEFGRID3
* xyz 0 1
C -1.63509 0.56159 -0.16854
C 0.47848 -1.62506 -0.36664
C 0.70139 -0.20704 0.00090
C -0.03070 0.85961 0.12536
O -2.18929 1.84720 -0.18853
O -2.23560 -0.18082 0.84664
C 2.24746 0.26612 0.38569
C 3.44181 0.30095 0.19852
H -3.11102 1.74115 -0.47330
H -1.85275 0.12446 1.68422
H -1.78633 0.06236 -1.12841
H 0.18509 1.88216 0.39580
H 0.43321 -1.73579 -1.45329
H 1.29925 -2.24456 0.00709
H -0.44122 -2.00909 0.08461
H 4.49534 0.35677 0.04988
*
```

The highest occupied orbital energy is -9.47 eV. Its SMILES is C#C/C(C)=C/C(O)O. The molecular weight comes out at 112.13 g mol⁻¹. The value obtained for the HOMO-LUMO gap is 10.26 eV.

Results of the Mulliken charge analysis, in e, for atoms 1 through 2: -0.055, -1.140

Run x
An isolated molecule of C6H8O2, computed with ωB97M-V/def2-TZVPD.

```
! wB97M-V def2-TZVPD RIJCOSX def2/J DEFGRID3
* xyz 0 1
C -0.06426 -0.16649 0.00248
C -0.79156 -0.37126 -1.25779
C -0.55126 0.30406 1.15603
C -2.11821 -0.56576 -1.20457
C -0.20607 0.14101 -2.60534
C 0.30969 0.42129 2.40503
O -1.82448 0.75293 1.39649
O -3.23396 -0.87180 -1.35397
H 0.92591 -0.67569 0.13947
H -1.11343 0.03570 -3.24760
H 0.20393 1.17660 -2.55427
H 0.52976 -0.61833 -3.09125
H -0.21649 1.21229 3.02243
H 0.12482 -0.54379 2.86889
H 1.35027 0.69727 2.10160
H -2.26042 0.82005 0.57483
*
```

The highest occupied orbital energy is -8.03 eV. Its SMILES is CC(=C=O)/C=C(/C)O. The molecular weight comes out at 112.13 g mol⁻¹. The value obtained for the HOMO-LUMO gap is 8.73 eV.

Results of the Mulliken charge analysis, in e, for atoms 1 through 2: -0.482, 0.340

Run y
An isolated molecule of C6H8O2, computed with ωB97M-V/def2-TZVPD.

```
! wB97M-V def2-TZVPD RIJCOSX def2/J DEFGRID3
* xyz 0 1
C 1.36323 -0.00594 -1.20414
C -0.92784 1.24235 -0.77092
C 0.22122 0.37262 -0.28702
C -1.02110 -0.72515 -0.04186
C 0.48202 0.68348 1.11345
C -0.78169 -1.20695 1.28976
O -1.92822 0.46228 -0.29638
O -1.01250 2.28334 -1.34481
H -1.35724 -1.45182 -0.78399
H 1.95839 0.87582 -1.44470
H 2.00586 -0.74719 -0.72614
H 0.98663 -0.43013 -2.13483
H 1.42965 0.38274 1.54751
H -0.03646 1.49762 1.59979
H -1.55838 -1.81082 1.74858
H 0.17644 -1.42224 1.73571
*
```

The highest occupied orbital energy (spin up / spin down) is -8.81 / -9.07 eV. The molecular weight comes out at 112.13 g mol⁻¹. The value obtained for the HOMO-LUMO gap (spin up / spin down) is 8.36 / 8.77 eV.

Results of the Mulliken charge analysis, in e, for atoms 1 through 2: -1.611, 0.372

How far above the most stable structure does each one sit? In eV: run w 1.680; run x 0.000; run y 2.109.

Run w
An isolated molecule of C6H8O2, computed with ωB97M-V/def2-TZVPD.

```
! wB97M-V def2-TZVPD RIJCOSX def2/J DEFGRID3
* xyz 0 1
C 1.20755 1.43875 -0.10118
C -2.07186 0.18328 -0.27079
C 0.60843 0.23625 0.52229
C 0.91153 -1.19812 0.09805
C -0.92261 -0.29412 0.53631
C -0.32318 -1.67090 0.33774
O -0.42376 0.55692 1.51511
O 2.00244 -1.71533 -0.36716
H 2.67712 -1.02054 -0.42828
H -0.74940 -2.67045 0.34099
H 2.13953 1.64131 0.44576
H 0.61018 2.35049 -0.03297
H 1.49389 1.28962 -1.15162
H -2.75577 -0.65334 -0.46516
H -1.75469 0.58110 -1.23987
H -2.64940 0.94508 0.26077
*
```

The highest occupied orbital energy is -7.31 eV. Its SMILES is C[C@@]12C=C(O)[C@@]1(C)O2. The molecular weight comes out at 112.13 g mol⁻¹. The value obtained for the HOMO-LUMO gap is 7.90 eV.

Results of the Mulliken charge analysis, in e, for atoms 1 through 2: -1.405, -1.232

Run x
An isolated molecule of C6H8O2, computed with ωB97M-V/def2-TZVPD.

```
! wB97M-V def2-TZVPD RIJCOSX def2/J DEFGRID3
* xyz 0 1
C 0.24417 -0.09114 0.70740
C 0.10780 1.51684 0.40344
C 0.12163 1.08903 -1.08684
C 0.56454 -0.30030 -0.80907
C -1.18779 -1.59298 -0.29652
C -1.07289 -0.81526 0.79925
H 2.03871 -0.65349 1.30368
H 1.04260 1.94057 0.80600
H -0.73011 2.21148 0.61036
H -0.98269 1.06541 -1.43933
H 0.71070 1.69226 -1.62599
H 1.60903 -0.68552 -0.95353
H -1.73307 -2.51031 -0.40741
H -1.53232 -0.92898 1.69197
O 1.05570 -0.59890 1.64258
O -0.25601 -1.33871 -1.34599
*
```

The highest occupied orbital energy is -8.82 eV. Its SMILES is O[C@]12C=CO[C@H]1CC2. The molecular weight comes out at 112.13 g mol⁻¹. The value obtained for the HOMO-LUMO gap is 9.62 eV.

Results of the Mulliken charge analysis, in e, for atoms 1 through 2: 1.084, -0.793

Run y
A cluster of 2 separate species, C6H8O2 in total, computed with ωB97M-V/def2-TZVPD.

```
! wB97M-V def2-TZVPD RIJCOSX def2/J DEFGRID3
* xyz 0 1
C 0.68142 0.21979 -2.28959
C 0.39073 0.90416 -1.03021
C 0.84196 1.63880 -0.01634
C -0.49412 1.12000 0.08377
H 1.62097 2.26899 0.36186
H 0.86903 -0.83348 -2.06319
H 1.56211 0.62643 -2.78621
H -0.17617 0.26794 -2.96069
C -0.94068 -0.34419 1.69957
C -0.39965 -1.29684 0.90191
O -2.30335 -0.22660 1.81763
O 0.91949 -1.65319 0.93077
H -2.61571 0.25381 1.03800
H 1.32132 -1.34369 1.75163
H -0.39016 0.00823 2.56932
H -0.88719 -1.61016 -0.00822
*
```

The highest occupied orbital energy is -7.38 eV. Its SMILES is CC1=C=C1.O/C=C/O. The molecular weight comes out at 112.13 g mol⁻¹. The value obtained for the HOMO-LUMO gap is 8.15 eV.

Results of the Mulliken charge analysis, in e, for atoms 1 through 2: -1.039, 0.488

Run z
An isolated molecule of C6H8O2, computed with ωB97M-V/def2-TZVPD.

```
! wB97M-V def2-TZVPD RIJCOSX def2/J DEFGRID3
* xyz 0 1
C -2.24191 1.09175 -0.27704
C -2.05488 -0.29051 -0.01229
C -0.62657 -0.79886 0.45185
C 1.13783 -0.00012 -0.89446
C 2.33091 0.66213 -0.19139
C 1.25663 0.10163 0.68123
H -1.63671 2.02786 -0.12384
H -3.22578 1.22081 -0.98769
H -2.91356 -1.26818 -0.07221
H -0.49182 -1.74771 1.02568
H 0.74530 0.80770 -1.48966
H 3.05414 -0.15632 0.01899
H 2.41620 1.84582 -0.18110
H 1.66889 -0.75598 1.27417
O 0.26279 -1.13220 -0.80960
O -0.06638 0.31093 1.05813
*
```

The highest occupied orbital energy is -8.04 eV. Its SMILES is C=CC1O[C@@H]2C[C@H]2O1. The molecular weight comes out at 112.13 g mol⁻¹. The value obtained for the HOMO-LUMO gap is 8.71 eV.

Results of the Mulliken charge analysis, in e, for atoms 1 through 2: -0.610, -0.279

How far above the most stable structure does each one sit? In eV: run w 1.668; run x 0.000; run y 2.854; run z 6.076.